# C4H9IOS

An isolated molecule of C4H9IOS at a distorted geometry (ωB97M-V/def2-TZVPD, the OMol25 dataset).

Element x y z (Å)
C1 -0.5112 0.8736 0.7867
C2 -0.0182 -0.3424 0.0572
C3 -0.1280 -0.2632 -1.3993
C4 1.4140 -0.4405 0.5683
O1 1.9620 -1.6690 0.2117
S1 2.4970 1.0341 -0.0874
I1 4.6271 -0.1313 0.0333
H1 -0.3743 1.9401 0.3072
H2 -0.1580 0.9955 1.8067
H3 -1.6260 0.9653 1.0282
H4 -0.5549 -1.2277 0.4607
H5 -0.0028 -1.2101 -1.8669
H6 0.5459 0.3149 -1.9331
H7 -1.1020 -0.0107 -1.8248
H8 1.3099 -0.4074 1.5999
H9 1.8499 -1.8205 -0.7660

Its energy above the lowest of the compared OMol25 structures with the same formula, charge and spin is 21.13 kcal/mol. The value obtained for the molecular weight is 232.1 g mol⁻¹. Its net charge is 0. Its HOMO-LUMO gap is 0.2986 hartree. As for the structure (SMILES): CC(C)[C@@H](O)SI.